Formula: C12H47BF4N3O10
Source: the Open Molecules 2025 dataset
Level of theory: the ωB97M-V functional and the def2-TZVPD basis

```
77
Properties=species:S:1:pos:R:3
B -13.764 -13.976 7.544
F -15.020 -13.762 7.087
F -13.265 -14.899 6.608
F -13.025 -12.837 7.460
F -13.754 -14.471 8.814
C -20.862 -10.046 8.092
C -20.325 -9.562 9.483
C -20.511 -10.599 10.609
O -21.880 -11.130 10.828
C -22.750 -10.058 11.199
N -18.988 -9.242 9.172
H -21.047 -9.302 7.317
H -21.790 -10.615 8.136
H -20.294 -10.852 7.627
H -20.879 -8.673 9.780
H -20.009 -10.348 11.543
H -19.949 -11.515 10.428
H -22.731 -9.298 10.418
H -22.427 -9.657 12.160
H -23.791 -10.374 11.266
H -18.480 -9.017 10.015
H -18.547 -10.090 8.846
C -14.355 -1.750 8.163
C -12.976 -1.548 8.877
C -12.813 -2.386 10.172
O -13.198 -3.756 10.109
C -12.205 -4.586 9.667
N -11.991 -1.891 7.921
H -15.144 -1.225 8.701
H -14.605 -2.807 8.072
H -14.251 -1.173 7.244
H -12.891 -0.464 8.947
H -13.349 -1.967 11.024
H -11.781 -2.292 10.511
H -12.604 -5.597 9.587
H -11.282 -4.771 10.216
H -11.861 -4.395 8.650
H -11.022 -1.746 8.164
H -12.144 -2.834 7.594
C -11.404 -14.769 18.466
C -11.574 -14.314 16.969
C -11.309 -12.790 16.841
O -11.598 -12.306 15.549
C -12.968 -12.190 15.305
N -10.763 -15.081 15.997
H -10.444 -14.605 18.955
H -11.738 -15.783 18.684
H -11.957 -14.135 19.159
H -12.588 -14.563 16.656
H -10.237 -12.679 17.007
H -11.830 -12.112 17.517
H -13.393 -11.663 16.159
H -13.414 -13.132 14.984
H -13.167 -11.531 14.460
H -9.812 -15.293 16.263
H -10.738 -14.580 15.120
O -15.220 -19.832 11.879
H -15.239 -18.905 12.114
H -15.415 -19.847 10.942
O -9.725 -13.136 11.126
H -10.250 -12.676 11.780
H -10.193 -12.997 10.302
O -12.277 -9.541 3.412
H -11.337 -9.400 3.296
H -12.337 -10.344 3.930
O -16.061 -18.696 6.894
H -17.015 -18.618 6.889
H -15.745 -17.797 6.803
O -8.647 -17.503 6.381
H -9.490 -17.075 6.236
H -8.873 -18.386 6.674
O -8.962 -13.402 1.825
H -8.860 -13.682 2.734
H -8.730 -12.473 1.832
O -15.642 -14.602 1.757
H -16.174 -13.971 1.272
H -15.600 -14.248 2.645
```

As for the net charge: -1. As for the total energy: -1826.54881 Ha. As for the energy above the lowest of the compared OMol25 structures with the same formula, charge and spin: 3.947 eV. The calculation puts the orbital gap at 0.3587 Ha.

***

Formula: C12H47N3O10
Source: the Open Molecules 2025 dataset
Level of theory: the ωB97M-V functional and the def2-TZVPD basis

```
72
Properties=species:S:1:pos:R:3
C 0.087 3.027 3.473
C -1.064 3.979 3.360
C -2.498 3.298 3.195
O -3.492 4.291 2.985
C -3.729 4.643 1.604
N -1.062 4.845 4.504
H 1.083 3.400 3.234
H -0.114 2.301 2.686
H 0.125 2.585 4.469
H -0.821 4.601 2.498
H -2.711 2.598 4.003
H -2.515 2.628 2.335
H -4.195 5.622 1.714
H -4.409 3.968 1.086
H -2.799 4.641 1.036
H -1.883 5.427 4.421
H -1.350 4.254 5.271
C -4.765 -2.894 -3.037
C -3.449 -3.140 -2.277
C -3.273 -2.287 -1.012
O -3.535 -0.923 -1.272
C -3.220 -0.088 -0.205
N -3.375 -4.566 -1.937
H -5.679 -3.033 -2.460
H -4.846 -3.476 -3.956
H -4.811 -1.842 -3.319
H -2.604 -2.966 -2.943
H -2.229 -2.335 -0.702
H -3.936 -2.644 -0.223
H -3.679 -0.348 0.749
H -3.540 0.932 -0.421
H -2.168 -0.148 0.074
H -4.150 -4.858 -1.359
H -3.612 -5.034 -2.800
C 5.384 -3.916 -3.066
C 4.367 -2.724 -3.100
C 3.315 -2.861 -1.983
O 2.202 -2.001 -2.283
C 1.081 -2.190 -1.472
N 5.137 -1.536 -2.802
H 5.791 -4.081 -2.068
H 6.195 -3.854 -3.792
H 4.988 -4.882 -3.377
H 3.853 -2.705 -4.060
H 3.717 -2.743 -0.977
H 3.001 -3.903 -2.049
H 0.540 -3.135 -1.414
H 0.330 -1.437 -1.713
H 1.396 -1.915 -0.465
H 5.451 -1.761 -1.869
H 4.459 -0.796 -2.690
O 3.153 0.457 -1.785
H 3.092 -0.482 -1.963
H 2.416 0.638 -1.202
O 0.010 2.699 -1.469
H 0.535 3.368 -1.030
H 0.240 1.883 -1.025
O 2.890 2.329 1.865
H 2.986 2.931 2.603
H 3.785 2.068 1.650
O -0.101 -1.832 1.615
H -0.763 -1.288 2.041
H -0.535 -2.674 1.477
O 2.129 -1.513 3.022
H 1.312 -1.720 2.568
H 1.869 -0.916 3.724
O 2.057 3.999 -0.287
H 2.704 3.527 0.238
H 1.823 4.759 0.247
O 1.136 0.713 0.338
H 0.671 -0.044 0.694
H 1.602 1.083 1.087
```

As for the spin multiplicity: 2. As for the net charge: -1. As for the total energy: -1401.95517 Ha. The calculation puts the orbital gap (spin up / spin down) at 0.0907 / 0.3428 Ha.

***

Formula: C12H48N14O12
Source: the Open Molecules 2025 dataset
Level of theory: the ωB97M-V functional and the def2-TZVPD basis

```
86
Properties=species:S:1:pos:R:3
N 6.250 3.344 3.482
C 6.075 2.107 3.758
N 7.107 1.715 4.497
O 5.096 1.439 3.380
H 7.036 3.879 3.822
H 5.396 3.772 3.153
H 7.825 2.420 4.587
H 7.126 0.753 4.806
N -1.496 -7.357 2.553
C -2.763 -7.161 2.681
N -3.183 -6.394 1.627
O -3.378 -7.508 3.684
H -1.080 -7.156 1.655
H -1.044 -8.009 3.179
H -2.353 -6.060 1.158
H -4.130 -6.046 1.583
N -5.828 5.024 -4.928
C -5.897 3.847 -4.445
N -6.734 3.148 -5.112
O -5.278 3.449 -3.504
H -5.132 5.588 -4.461
H -6.218 5.208 -5.842
H -6.897 2.166 -4.941
H -7.055 3.573 -5.970
N -0.653 2.504 -7.455
C 0.090 2.040 -6.502
N -0.454 2.042 -5.360
O 1.171 1.598 -6.636
H -0.268 2.294 -8.365
H -1.594 2.831 -7.285
H 0.177 1.843 -4.597
H -1.425 2.260 -5.188
N -7.931 -3.736 -0.432
C -7.377 -2.614 -0.097
N -6.745 -2.101 -1.048
O -7.536 -2.167 1.024
H -8.279 -4.321 0.314
H -7.598 -4.081 -1.321
H -6.383 -2.562 -1.870
H -6.478 -1.169 -0.763
N 0.372 5.938 -0.435
C 0.942 6.893 0.208
N 0.479 8.100 -0.145
O 1.864 6.917 1.035
H 0.609 5.024 -0.077
H -0.570 6.085 -0.770
H 0.667 8.960 0.349
H -0.386 8.137 -0.666
N 2.072 -6.365 -4.274
C 1.456 -5.604 -3.461
N 1.241 -4.482 -4.113
O 1.136 -5.938 -2.328
H 1.976 -6.126 -5.251
H 2.238 -7.319 -3.984
H 0.679 -3.735 -3.730
H 1.604 -4.469 -5.055
C -0.410 -0.460 0.787
O 0.662 0.333 0.273
H -0.373 -0.403 1.875
H -1.341 0.033 0.507
H -0.345 -1.525 0.566
H 1.455 0.124 0.770
C 4.858 -4.726 2.400
O 5.202 -4.903 3.815
H 5.111 -5.575 1.765
H 3.772 -4.642 2.440
H 5.325 -3.852 1.946
H 6.087 -5.275 3.799
C 0.968 -2.443 7.898
O 1.100 -1.428 6.913
H 1.949 -2.717 8.285
H 0.426 -1.953 8.707
H 0.400 -3.307 7.551
H 1.892 -1.528 6.380
C -1.334 3.972 5.220
O -2.617 4.632 5.410
H -0.654 4.748 4.867
H -1.153 3.422 6.143
H -1.301 3.184 4.467
H -2.854 5.052 4.580
C 5.883 2.855 -2.889
O 5.876 3.121 -4.304
H 5.924 1.766 -2.904
H 6.793 3.203 -2.401
H 5.045 3.137 -2.252
H 5.113 2.733 -4.739
```

As for the net charge: 0. As for the total energy: -2155.43125 Ha. As for the energy above the lowest of the compared OMol25 structures with the same formula, charge and spin: 8.529 eV. As for the SMILES: NC(N)=O.NC(N)=O.NC(N)=O.NC(N)=O.NC(N)=O.NC(N)=O.NC(N)=O.CO.CO.CO.CO.CO. The calculation puts the orbital gap at 0.3460 Ha.

***

Formula: C12H48N16O12
Source: the Open Molecules 2025 dataset
Level of theory: the ωB97M-V functional and the def2-TZVPD basis

```
88
Properties=species:S:1:pos:R:3
C 3.279 -0.619 -1.513
O 4.124 -0.621 -2.653
H 3.825 -0.727 -0.576
H 2.898 0.394 -1.380
H 2.421 -1.277 -1.655
H 3.629 -0.160 -3.334
C 1.339 3.218 -1.003
O 2.673 3.225 -0.443
H 0.492 3.035 -0.341
H 1.238 4.164 -1.534
H 1.340 2.446 -1.772
H 2.727 4.030 0.078
C -3.595 -0.989 0.711
O -4.903 -1.260 0.221
H -3.302 -1.856 1.304
H -2.905 -0.959 -0.133
H -3.526 -0.167 1.423
H -5.213 -0.528 -0.316
C -0.195 -5.096 -0.416
O 0.253 -4.037 -1.184
H -0.549 -4.669 0.522
H -0.981 -5.724 -0.836
H 0.560 -5.841 -0.166
H 1.103 -3.807 -0.802
C 1.529 -0.034 -4.440
O 2.493 0.696 -4.426
N 0.269 0.318 -4.636
N 1.498 -1.339 -4.423
H 0.103 1.274 -4.915
H -0.393 -0.431 -4.781
H 2.343 -1.858 -4.233
H 0.589 -1.738 -4.610
C -0.583 0.033 -0.814
O -1.220 0.962 -1.239
N 0.105 0.156 0.329
N -0.538 -1.165 -1.355
H 0.712 -0.616 0.566
H 0.089 1.084 0.729
H -0.123 -1.988 -0.942
H -1.001 -1.290 -2.244
C 1.465 -2.637 1.922
O 1.852 -2.101 0.948
N 2.254 -3.386 2.685
N 0.148 -2.656 2.323
H 3.234 -3.246 2.483
H 1.891 -4.075 3.328
H -0.500 -2.403 1.590
H -0.031 -3.188 3.163
C -1.917 3.901 2.684
O -1.561 3.297 1.692
N -3.003 3.679 3.311
N -1.227 4.847 3.172
H -3.715 3.117 2.867
H -3.021 4.003 4.267
H -1.564 5.282 4.019
H -0.428 5.145 2.632
C -1.844 -3.055 -4.657
O -1.562 -1.832 -4.419
N -2.582 -3.542 -5.562
N -1.347 -4.100 -3.953
H -2.752 -4.441 -5.989
H -3.019 -2.826 -6.124
H -1.683 -5.022 -4.192
H -0.681 -3.982 -3.203
C -2.477 4.716 -2.236
O -2.694 5.847 -2.650
N -2.739 4.411 -0.950
N -1.900 3.720 -2.819
H -2.272 3.612 -0.548
H -3.244 5.044 -0.345
H -1.472 3.723 -3.734
H -1.986 2.825 -2.359
C 4.276 -0.167 3.596
O 5.293 -0.664 3.239
N 3.212 -0.047 2.839
N 4.034 0.329 4.763
H 2.293 0.106 3.228
H 3.332 -0.283 1.864
H 4.685 0.154 5.515
H 3.145 0.735 5.019
C 0.086 1.354 4.541
O 1.088 1.932 4.058
N -0.019 0.933 5.752
N -0.889 0.976 3.842
H -0.835 0.520 6.181
H 0.694 1.335 6.343
H -1.735 0.581 4.226
H -0.883 1.287 2.881
```

As for the spin multiplicity: 2. As for the net charge: +1. As for the total energy: -2264.82454 Ha. The calculation puts the orbital gap (spin up / spin down) at 0.3007 / 0.0667 Ha.

***

Formula: C12H48N24O12
Source: the Open Molecules 2025 dataset
Level of theory: the ωB97M-V functional and the def2-TZVPD basis

```
96
Properties=species:S:1:pos:R:3
C -11.781 -12.119 -21.671
O -10.734 -12.392 -22.289
N -11.773 -11.657 -20.431
N -13.018 -12.302 -22.144
H -10.916 -11.953 -19.987
H -12.624 -11.438 -19.933
H -13.747 -11.716 -21.763
H -13.157 -12.710 -23.058
C -4.172 -5.779 -16.992
O -4.017 -4.644 -17.380
N -4.871 -6.716 -17.596
N -3.659 -6.175 -15.903
H -4.822 -7.649 -17.214
H -5.344 -6.591 -18.480
H -3.770 -7.161 -15.714
H -3.390 -5.716 -15.044
C -9.902 -14.140 -19.003
O -9.708 -13.020 -18.528
N -10.163 -15.272 -18.425
N -9.853 -14.450 -20.300
H -10.074 -15.356 -17.422
H -10.043 -16.114 -18.969
H -10.122 -15.248 -20.858
H -9.406 -13.692 -20.795
C -4.960 -8.548 -22.780
O -4.825 -9.391 -23.655
N -4.165 -7.490 -22.867
N -5.893 -8.484 -21.868
H -3.929 -6.943 -22.051
H -3.411 -7.515 -23.539
H -6.100 -7.603 -21.420
H -6.557 -9.241 -21.940
C -5.695 -11.842 -20.553
O -4.482 -11.915 -20.493
N -6.438 -11.527 -21.611
N -6.503 -12.094 -19.570
H -6.021 -11.336 -22.512
H -7.424 -11.743 -21.572
H -5.855 -12.372 -18.847
H -7.503 -11.953 -19.592
C -12.861 -11.397 -16.919
O -13.240 -11.982 -17.876
N -11.634 -11.024 -16.635
N -13.718 -11.023 -16.079
H -11.451 -10.261 -15.999
H -10.949 -11.543 -17.166
H -14.685 -11.250 -16.258
H -13.373 -10.853 -15.145
C -6.424 -5.196 -20.414
O -6.942 -6.274 -20.200
N -6.253 -4.281 -19.563
N -6.149 -4.742 -21.653
H -5.425 -3.704 -19.603
H -6.625 -4.524 -18.656
H -5.802 -3.808 -21.816
H -6.451 -5.255 -22.468
C -10.955 -8.056 -22.308
O -11.298 -7.060 -22.953
N -11.084 -8.292 -21.017
N -10.324 -9.047 -22.899
H -11.230 -7.429 -20.513
H -10.796 -9.114 -20.505
H -9.914 -9.032 -23.822
H -10.472 -9.988 -22.562
C -6.407 -14.725 -16.119
O -7.217 -15.546 -15.883
N -5.138 -14.922 -16.018
N -6.768 -13.543 -16.604
H -4.809 -15.877 -15.990
H -4.592 -14.185 -16.441
H -6.033 -12.850 -16.607
H -7.739 -13.266 -16.607
C -6.404 -8.257 -14.826
O -5.984 -8.671 -15.872
N -7.228 -8.851 -14.017
N -6.119 -7.077 -14.382
H -7.601 -9.752 -14.278
H -7.461 -8.512 -13.094
H -6.685 -6.582 -13.707
H -5.255 -6.644 -14.673
C -8.571 -9.383 -18.757
O -9.037 -9.854 -19.810
N -8.400 -10.049 -17.669
N -8.255 -8.155 -18.592
H -7.976 -9.617 -16.861
H -8.808 -10.971 -17.735
H -8.229 -7.597 -19.433
H -7.893 -7.848 -17.700
C -11.781 -7.238 -16.473
O -12.116 -7.785 -15.437
N -12.773 -6.983 -17.360
N -10.575 -6.750 -16.810
H -13.658 -7.431 -17.166
H -12.394 -6.639 -18.231
H -9.828 -6.951 -16.160
H -10.390 -6.511 -17.773
```

As for the spin multiplicity: 2. As for the net charge: +1. As for the total energy: -2703.09227 Ha. As for the energy above the lowest of the compared OMol25 structures with the same formula, charge and spin: 0.000 eV. The calculation puts the orbital gap (spin up / spin down) at 0.3119 / 0.1036 Ha.

***

Formula: C12H48O12
Source: the Open Molecules 2025 dataset
Level of theory: the ωB97M-V functional and the def2-TZVPD basis

```
72
Properties=species:S:1:pos:R:3
C 4.765 -2.883 0.688
O 4.825 -3.184 2.048
H 5.561 -2.193 0.407
H 4.960 -3.758 0.068
H 3.857 -2.350 0.407
H 4.345 -2.443 2.424
C -0.022 2.938 3.161
O -1.318 2.482 3.375
H 0.562 2.767 4.066
H 0.483 2.357 2.389
H -0.053 4.000 2.920
H -1.976 3.137 3.132
C 0.850 -0.559 3.498
O 2.069 -1.355 3.474
H 0.285 -0.606 4.430
H 1.074 0.503 3.400
H 0.225 -0.824 2.646
H 2.783 -0.829 3.105
C -0.192 3.021 -4.155
O -1.336 2.525 -3.414
H -0.076 4.096 -4.017
H 0.754 2.488 -4.066
H -0.409 2.757 -5.191
H -1.287 2.743 -2.480
C 1.167 -4.581 1.492
O 0.818 -3.964 2.833
H 1.299 -3.800 0.743
H 2.093 -5.154 1.513
H 0.414 -5.315 1.205
H 1.433 -3.269 3.074
C 0.580 -0.435 -0.108
O -0.094 0.086 -1.217
H 0.204 -1.422 0.162
H 1.559 -0.714 -0.498
H 0.496 0.218 0.760
H -0.891 0.562 -0.970
C 0.301 -1.497 -4.264
O 0.673 -2.009 -3.027
H 0.782 -2.075 -5.053
H -0.774 -1.456 -4.443
H 0.573 -0.442 -4.290
H 0.579 -1.303 -2.383
C -2.784 -2.545 -2.465
O -3.881 -1.598 -2.629
H -1.898 -1.955 -2.230
H -2.905 -3.187 -1.592
H -2.500 -3.005 -3.412
H -3.587 -0.857 -3.164
C -0.303 3.929 -0.606
O -1.368 3.040 -0.655
H 0.125 3.902 -1.609
H -0.513 4.882 -0.122
H 0.404 3.396 0.030
H -1.984 3.269 0.044
C 4.762 0.562 1.445
O 4.449 -0.087 2.638
H 4.133 0.165 0.648
H 4.402 1.575 1.621
H 5.837 0.550 1.261
H 5.249 0.010 3.161
C -3.741 -0.413 1.422
O -2.595 0.397 1.173
H -4.240 -0.569 0.465
H -3.631 -1.437 1.781
H -4.354 0.029 2.208
H -2.838 1.307 1.358
C -4.417 1.768 -1.668
O -5.386 2.109 -0.579
H -3.605 2.481 -1.808
H -3.811 0.883 -1.471
H -4.908 1.706 -2.639
H -6.053 1.431 -0.447
```

As for the spin multiplicity: 2. As for the net charge: -1. As for the total energy: -1388.58430 Ha. As for the energy above the lowest of the compared OMol25 structures with the same formula, charge and spin: 5.701 eV. The calculation puts the orbital gap (spin up / spin down) at 0.0691 / 0.3271 Ha.

***

Q: Which formula does entry 2 have?
A: C12H47N3O10